This record from OMol25 describes a structure of composition C40H43N12O4P2Si2Y. The level of theory is ωB97M-V/def2-TZVPD.

Geometry as ORCA input:
```
! wB97M-V def2-TZVPD RIJCOSX def2/J DEFGRID3
* xyz -2 1
Y -0.17 0.15 0.13
C -3.51 -0.10 -2.08
Si -2.16 -1.24 -2.69
C -3.03 -2.78 -3.32
C -1.38 -0.46 -4.19
N -0.97 -1.45 -1.48
P -0.38 -2.69 -0.60
C 0.80 -2.21 0.49
P 2.26 -1.62 -0.11
N 2.21 -0.05 -0.47
Si 3.48 1.10 -0.48
C 2.99 2.58 -1.50
C 3.96 1.69 1.22
C 5.07 0.47 -1.25
C 3.53 -1.89 1.20
C 4.81 -2.36 0.99
C 5.73 -2.47 2.04
C 5.36 -2.07 3.32
C 4.08 -1.58 3.54
C 3.17 -1.50 2.50
C 2.96 -2.53 -1.54
C 3.10 -1.90 -2.77
C 3.64 -2.57 -3.86
C 4.04 -3.89 -3.73
C 3.89 -4.55 -2.51
C 3.35 -3.87 -1.43
C 0.02 -4.08 -1.75
C 0.20 -5.37 -1.25
C 0.53 -6.42 -2.09
C 0.69 -6.20 -3.46
C 0.54 -4.92 -3.96
C 0.21 -3.87 -3.11
C -1.72 -3.49 0.39
C -2.75 -4.21 -0.23
C -3.80 -4.74 0.51
C -3.84 -4.56 1.89
C -2.81 -3.86 2.51
C -1.77 -3.34 1.77
H -4.08 0.31 -2.92
H -4.20 -0.63 -1.42
H -3.09 0.75 -1.53
H -3.55 -2.50 -4.24
H -2.35 -3.60 -3.56
H -3.78 -3.14 -2.61
H -2.14 -0.26 -4.96
H -0.92 0.49 -3.90
H -0.62 -1.11 -4.63
H 2.11 3.06 -1.09
H 3.80 3.32 -1.52
H 2.76 2.29 -2.53
H 3.07 1.92 1.81
H 4.53 0.93 1.75
H 4.57 2.60 1.15
H 4.93 0.11 -2.28
H 5.78 1.31 -1.28
H 5.52 -0.33 -0.66
H 5.12 -2.65 -0.01
H 6.73 -2.84 1.85
H 6.07 -2.14 4.13
H 3.78 -1.25 4.53
H 2.17 -1.11 2.69
H 2.78 -0.87 -2.86
H 3.73 -2.07 -4.82
H 4.46 -4.42 -4.58
H 4.17 -5.59 -2.41
H 3.21 -4.38 -0.48
H 0.08 -5.55 -0.19
H 0.65 -7.42 -1.69
H 0.95 -7.02 -4.12
H 0.69 -4.72 -5.02
H 0.10 -2.86 -3.51
H -2.73 -4.36 -1.30
H -4.59 -5.29 0.00
H -4.66 -4.97 2.47
H -2.83 -3.72 3.59
H -0.96 -2.79 2.25
N 0.13 3.62 0.95
C -0.29 3.31 -0.34
N -0.73 4.24 -1.16
N -0.98 3.57 -2.31
N -0.70 2.32 -2.18
N -0.24 2.12 -0.91
C 0.37 2.72 1.99
N 0.60 3.13 3.22
N 0.84 1.98 3.90
N 0.77 0.96 3.13
N 0.47 1.41 1.87
H -0.09 4.55 1.25
O -2.49 1.83 1.03
C -2.82 0.69 1.34
O -2.12 -0.37 1.19
C -4.19 0.46 1.96
C -4.82 -0.77 1.81
C -6.07 -0.98 2.36
C -6.65 0.06 3.06
C -6.04 1.29 3.24
C -4.80 1.48 2.67
N -8.00 -0.15 3.67
O -8.53 -1.23 3.50
O -8.47 0.75 4.35
H -4.31 -1.57 1.29
H -6.59 -1.92 2.26
H -6.54 2.07 3.80
H -4.29 2.43 2.75
*
```

The molar mass is 962.89 g mol⁻¹. The LUMO energy is 3.234 eV. The calculation puts the HOMO energy at -2.8 eV.